1.
Below is 10 unconnected molecules or ions with the total composition C36H52N8O2S2, with properties calculated with wB97M-V/def2-TZVPD.

Bonds (Å) are listed after each position.
Atoms and positions in Å:
1 C 5.746 -17.373 -3.000  S2 1.819, H5 1.090, H6 1.090, H7 1.090
2 S 3.945 -17.631 -2.986  C1 1.819, O3 1.519, C4 1.836
3 O 3.677 -19.104 -3.247  S2 1.519
4 C 3.658 -16.857 -4.625  S2 1.836, H8 1.090, H9 1.090, H10 1.090
5 H 6.265 -17.620 -3.926  C1 1.090
6 H 6.132 -17.861 -2.105  C1 1.090
7 H 6.012 -16.335 -2.801  C1 1.090
8 H 3.877 -15.794 -4.724  C4 1.090
9 H 2.639 -16.998 -4.985  C4 1.090
10 H 4.330 -17.394 -5.295  C4 1.090
11 C 12.337 -18.549 -4.178  S12 1.809, H15 1.090, H16 1.090, H17 1.090
12 S 10.931 -17.783 -5.021  C11 1.809, O13 1.540, C14 1.825
13 O 10.739 -16.457 -4.260  S12 1.540
14 C 9.491 -18.784 -4.516  S12 1.825, H18 1.090, H19 1.090, H20 1.090
15 H 12.254 -18.479 -3.093  C11 1.090
16 H 13.278 -18.055 -4.421  C11 1.090
17 H 12.476 -19.546 -4.595  C11 1.090
18 H 8.647 -18.337 -5.041  C14 1.090
19 H 9.501 -18.758 -3.426  C14 1.090
20 H 9.573 -19.850 -4.730  C14 1.090
21 N 2.657 -23.672 -0.925  C22 1.375, C25 1.357, H26 1.010
22 C 2.344 -23.288 0.359  N21 1.375, C23 1.382, H27 1.080
23 C 2.760 -21.986 0.562  C22 1.382, C24 1.396, H28 1.080
24 C 3.033 -21.505 -0.720  C23 1.396, C25 1.456, H29 1.080
25 C 3.183 -22.635 -1.624  N21 1.357, C24 1.456, H30 1.080
26 H 2.593 -24.612 -1.289  N21 1.010
27 H 1.993 -24.005 1.086  C22 1.080
28 H 2.702 -21.371 1.448  C23 1.080
29 H 3.282 -20.472 -0.916  C24 1.080
30 H 3.599 -22.759 -2.613  C25 1.080
31 N 0.039 -13.045 -6.425  C32 1.368, C35 1.342, H36 1.010
32 C -1.160 -12.504 -6.053  N31 1.368, C33 1.415, H37 1.080
33 C -1.725 -13.498 -5.218  C32 1.415, C34 1.399, H38 1.080
34 C -0.825 -14.566 -5.140  C33 1.399, C35 1.391, H39 1.080
35 C 0.285 -14.265 -5.922  N31 1.342, C34 1.391, H40 1.080
36 H 0.623 -12.447 -6.992  N31 1.010
37 H -1.408 -11.502 -6.369  C32 1.080
38 H -2.690 -13.358 -4.752  C33 1.080
39 H -0.830 -15.445 -4.513  C34 1.080
40 H 1.273 -14.680 -6.056  C35 1.080
41 N 0.781 -22.997 -6.408  C42 1.383, C45 1.417, H46 1.010
42 C 0.881 -21.909 -5.561  N41 1.383, C43 1.370, H47 1.080
43 C 2.205 -21.569 -5.466  C42 1.370, C44 1.406, H48 1.080
44 C 2.919 -22.381 -6.363  C43 1.406, C45 1.382, H49 1.080
45 C 2.066 -23.323 -6.907  N41 1.417, C44 1.382, H50 1.080
46 H -0.047 -23.559 -6.547  N41 1.010
47 H 0.028 -21.482 -5.056  C42 1.080
48 H 2.562 -20.685 -4.958  C43 1.080
49 H 3.966 -22.334 -6.623  C44 1.080
50 H 2.310 -24.055 -7.663  C45 1.080
51 N 0.622 -18.868 -3.367  C52 1.393, C55 1.350, H56 1.010
52 C -0.387 -18.731 -2.417  N51 1.393, C53 1.354, H57 1.080
53 C -1.480 -18.139 -2.955  C52 1.354, C54 1.371, H58 1.080
54 C -1.206 -17.851 -4.267  C53 1.371, C55 1.426, H59 1.080
55 C 0.128 -18.303 -4.490  N51 1.350, C54 1.426, H60 1.080
56 H 1.586 -19.129 -3.218  N51 1.010
57 H -0.141 -19.186 -1.469  C52 1.080
58 H -2.343 -17.842 -2.377  C53 1.080
59 H -1.812 -17.373 -5.022  C54 1.080
60 H 0.762 -18.169 -5.354  C55 1.080
61 N 4.411 -16.686 -8.151  C62 1.421, C65 1.415, H66 1.010
62 C 4.378 -18.106 -8.176  N61 1.421, C63 1.311, H67 1.080
63 C 3.202 -18.552 -7.807  C62 1.311, C64 1.436, H68 1.080
64 C 2.327 -17.414 -7.764  C63 1.436, C65 1.389, H69 1.080
65 C 3.072 -16.262 -7.978  N61 1.415, C64 1.389, H70 1.080
66 H 5.174 -16.027 -8.216  N61 1.010
67 H 5.306 -18.622 -8.378  C62 1.080
68 H 2.879 -19.578 -7.709  C63 1.080
69 H 1.261 -17.488 -7.609  C64 1.080
70 H 2.850 -15.208 -8.061  C65 1.080
71 N 5.409 -20.513 -4.539  C72 1.343, C75 1.352, H76 1.010
72 C 5.714 -20.215 -5.812  N71 1.343, C73 1.398, H77 1.080
73 C 6.801 -21.038 -6.123  C72 1.398, C74 1.372, H78 1.080
74 C 7.247 -21.720 -5.019  C73 1.372, C75 1.446, H79 1.080
75 C 6.262 -21.415 -4.005  N71 1.352, C74 1.446, H80 1.080
76 H 4.662 -20.093 -4.005  N71 1.010
77 H 5.052 -19.559 -6.358  C72 1.080
78 H 7.403 -20.978 -7.017  C73 1.080
79 H 8.092 -22.389 -4.953  C74 1.080
80 H 5.986 -21.905 -3.083  C75 1.080
81 N 5.688 -19.655 2.457  C82 1.340, C85 1.384, H86 1.010
82 C 5.655 -20.038 1.174  N81 1.340, C83 1.381, H87 1.080
83 C 6.466 -19.283 0.349  C82 1.381, C84 1.402, H88 1.080
84 C 7.116 -18.413 1.234  C83 1.402, C85 1.410, H89 1.080
85 C 6.519 -18.550 2.505  N81 1.384, C84 1.410, H90 1.080
86 H 5.060 -19.914 3.205  N81 1.010
87 H 5.124 -20.943 0.918  C82 1.080
88 H 6.661 -19.576 -0.672  C83 1.080
89 H 7.812 -17.642 0.937  C84 1.080
90 H 6.689 -18.014 3.427  C85 1.080
91 N 7.717 -15.053 -7.858  C92 1.358, C95 1.391, H96 1.010
92 C 7.309 -15.561 -6.667  N91 1.358, C93 1.369, H97 1.080
93 C 6.217 -14.873 -6.210  C92 1.369, C94 1.410, H98 1.080
94 C 5.918 -13.906 -7.191  C93 1.410, C95 1.337, H99 1.080
95 C 6.911 -13.943 -8.086  N91 1.391, C94 1.337, H100 1.080
96 H 8.480 -15.387 -8.429  N91 1.010
97 H 7.797 -16.384 -6.166  C92 1.080
98 H 5.657 -14.966 -5.291  C93 1.080
99 H 5.133 -13.172 -7.085  C94 1.080
100 H 7.141 -13.180 -8.815  C95 1.080

- DFT total energy: -2787.6500 Eh
- Charge: 0
- Highest occupied orbital energy: -7.7 eV
- Kohn-Sham gap: 8.085 eV
- Multiplicity: 1

Results of the Mulliken charge analysis, in e, for atoms 1 through 99:
1 C -0.35
2 S 0.37
3 O -0.65
4 C 0.02
5 H 0.00
6 H -0.07
7 H 0.51
8 H 0.54
9 H -0.33
10 H -0.05
11 C -0.98
12 S 0.49
13 O -0.64
14 C -0.45
15 H 0.31
16 H 0.35
17 H 0.34
18 H -0.13
19 H 0.32
20 H 0.37
21 N 0.03
22 C -0.70
23 C -1.05
24 C -0.15
25 C -0.55
26 H 0.23
27 H 0.42
28 H 0.47
29 H 0.80
30 H 0.45
31 N 0.05
32 C -0.24
33 C -1.07
34 C -0.08
35 C -0.68
36 H 0.20
37 H 0.37
38 H 0.40
39 H 0.64
40 H 0.34
41 N -0.03
42 C -0.90
43 C 0.34
44 C -0.53
45 C -0.82
46 H 0.21
47 H 0.49
48 H 0.43
49 H 0.42
50 H 0.40
51 N 0.56
52 C -0.67
53 C -0.60
54 C -1.01
55 C -0.62
56 H 0.01
57 H 0.51
58 H 0.39
59 H 0.64
60 H 0.79
61 N 0.17
62 C -0.82
63 C -0.08
64 C -0.92
65 C -0.69
66 H 0.32
67 H 0.54
68 H 0.48
69 H 0.66
70 H 0.59
71 N 1.18
72 C -0.65
73 C -0.68
74 C -1.06
75 C -0.53
76 H 0.02
77 H 0.24
78 H 0.39
79 H 0.57
80 H 0.49
81 N 0.00
82 C -0.86
83 C 0.00
84 C -0.81
85 C -0.53
86 H 0.24
87 H 0.65
88 H 0.55
89 H 0.38
90 H 0.38
91 N 0.08
92 C -0.61
93 C 0.44
94 C -0.89
95 C -0.67
96 H 0.18
97 H 0.17
98 H 0.38
99 H 0.47

=====

2.
Below is 9 unconnected molecules or ions with the total composition C36H53N9, with properties calculated with wB97M-V/def2-TZVPD.

Bonds (Å) are listed after each position.
Atoms and positions in Å:
1 C -3.970 40.695 -12.561  C2 1.420, C5 1.366, H6 1.078
2 C -2.814 39.960 -12.933  C1 1.420, C3 1.362, H7 1.078
3 C -2.069 39.793 -11.804  C2 1.362, N4 1.372, H8 1.079
4 N -2.680 40.456 -10.770  C3 1.372, C5 1.372, H9 1.009
5 C -3.831 41.033 -11.245  C1 1.366, N4 1.372, H10 1.077
6 H -4.804 41.049 -13.144  C1 1.078
7 H -2.640 39.576 -13.924  C2 1.078
8 H -1.106 39.336 -11.641  C3 1.079
9 H -2.370 40.488 -9.810  N4 1.009
10 H -4.506 41.577 -10.607  C5 1.077
11 C -2.784 40.832 -7.384  C12 1.412, C15 1.373, H16 1.082
12 C -1.826 41.857 -7.219  C11 1.412, C13 1.373, H17 1.078
13 C -0.586 41.295 -7.398  C12 1.373, N14 1.367, H18 1.077
14 N -0.753 39.957 -7.628  C13 1.367, C15 1.377, H19 1.013
15 C -2.100 39.673 -7.652  C11 1.373, N14 1.377, H20 1.077
16 H -3.862 40.909 -7.428  C11 1.082
17 H -1.976 42.879 -6.912  C12 1.078
18 H 0.381 41.754 -7.522  C13 1.077
19 H -0.062 39.300 -7.969  N14 1.013
20 H -2.429 38.672 -7.876  C15 1.077
21 C -6.611 41.046 -8.421  C22 1.414, C25 1.357, H26 1.079
22 C -6.754 41.535 -7.102  C21 1.414, C23 1.380, H27 1.077
23 C -6.808 40.422 -6.287  C22 1.380, N24 1.372, H28 1.077
24 N -6.773 39.307 -7.086  C23 1.372, C25 1.376, H29 1.003
25 C -6.617 39.689 -8.399  C21 1.357, N24 1.376, H30 1.076
26 H -6.495 41.710 -9.264  C21 1.079
27 H -6.676 42.566 -6.804  C22 1.077
28 H -6.798 40.392 -5.211  C23 1.077
29 H -6.769 38.383 -6.696  N24 1.003
30 H -6.503 38.956 -9.179  C25 1.076
31 C 0.412 36.150 -9.356  C32 1.417, C35 1.375, H36 1.079
32 C 0.950 37.459 -9.418  C31 1.417, C33 1.371, H37 1.078
33 C 1.520 37.721 -8.199  C32 1.371, N34 1.364, H38 1.078
34 N 1.295 36.641 -7.398  C33 1.364, C35 1.374, H39 1.004
35 C 0.642 35.653 -8.095  C31 1.375, N34 1.374, H40 1.075
36 H -0.046 35.690 -10.218  C31 1.079
37 H 0.986 38.083 -10.296  C32 1.078
38 H 1.939 38.636 -7.811  C33 1.078
39 H 1.514 36.583 -6.420  N34 1.004
40 H 0.391 34.733 -7.600  C35 1.075
41 C -4.200 45.501 -10.492  C42 1.407, C45 1.358, H46 1.078
42 C -2.878 45.731 -10.070  C41 1.407, C43 1.375, H47 1.079
43 C -2.582 44.820 -9.083  C42 1.375, N44 1.385, H48 1.075
44 N -3.687 43.994 -8.960  C43 1.385, C45 1.369, H49 1.004
45 C -4.679 44.440 -9.792  C41 1.358, N44 1.369, H50 1.078
46 H -4.670 46.007 -11.320  C41 1.078
47 H -2.146 46.408 -10.483  C42 1.079
48 H -1.746 44.754 -8.411  C43 1.075
49 H -3.744 43.230 -8.311  N44 1.004
50 H -5.679 44.042 -9.852  C45 1.078
51 C 0.062 42.724 -10.639  C52 1.515, H56 1.089, H57 1.096, H58 1.093
52 C -0.642 43.589 -11.664  C51 1.515, C53 1.525, H59 1.091, H60 1.093
53 C -0.170 43.436 -13.106  C52 1.525, C54 1.463, H61 1.092, H62 1.095
54 C 1.214 43.851 -13.336  C53 1.463, N55 1.148
55 N 2.309 44.165 -13.475  C54 1.148
56 H -0.414 42.752 -9.660  C51 1.089
57 H 1.081 43.071 -10.435  C51 1.096
58 H 0.146 41.685 -10.966  C51 1.093
59 H -0.563 44.646 -11.408  C52 1.091
60 H -1.713 43.370 -11.669  C52 1.093
61 H -0.797 44.017 -13.787  C53 1.092
62 H -0.270 42.401 -13.449  C53 1.095
63 C -3.437 36.395 -9.440  C64 1.527, H68 1.086, H69 1.096, H70 1.095
64 C -3.212 36.582 -10.939  C63 1.527, C65 1.530, H71 1.095, H72 1.089
65 C -4.537 36.913 -11.629  C64 1.530, C66 1.472, H73 1.094, H74 1.090
66 C -5.431 35.760 -11.822  C65 1.472, N67 1.148
67 N -6.138 34.868 -11.969  C66 1.148
68 H -2.606 35.990 -8.869  C63 1.086
69 H -4.293 35.736 -9.251  C63 1.096
70 H -3.808 37.357 -9.070  C63 1.095
71 H -2.749 35.729 -11.445  C64 1.095
72 H -2.495 37.369 -11.173  C64 1.089
73 H -4.304 37.282 -12.632  C65 1.094
74 H -5.084 37.703 -11.114  C65 1.090
75 C -4.619 39.063 -16.042  C76 1.515, H80 1.094, H81 1.092, H82 1.091
76 C -5.728 40.095 -16.056  C75 1.515, C77 1.527, H83 1.093, H84 1.091
77 C -5.785 40.955 -17.317  C76 1.527, C78 1.460, H85 1.094, H86 1.098
78 C -4.654 41.871 -17.428  C77 1.460, N79 1.148
79 N -3.733 42.555 -17.475  C78 1.148
80 H -4.820 38.207 -16.695  C75 1.094
81 H -4.505 38.589 -15.065  C75 1.092
82 H -3.653 39.464 -16.351  C75 1.091
83 H -5.619 40.802 -15.230  C76 1.093
84 H -6.702 39.647 -15.852  C76 1.091
85 H -6.750 41.465 -17.373  C77 1.094
86 H -5.829 40.403 -18.265  C77 1.098
87 C 0.226 37.690 -14.499  C88 1.532, H92 1.093, H93 1.097, H94 1.090
88 C 0.901 37.098 -15.740  C87 1.532, C89 1.531, H95 1.090, H96 1.086
89 C 0.792 38.059 -16.926  C88 1.531, C90 1.455, H97 1.089, H98 1.104
90 C 1.363 39.376 -16.693  C89 1.455, N91 1.147
91 N 1.840 40.400 -16.488  C90 1.147
92 H -0.301 36.923 -13.926  C87 1.093
93 H -0.601 38.361 -14.764  C87 1.097
94 H 0.847 38.307 -13.850  C87 1.090
95 H 0.314 36.217 -16.004  C88 1.090
96 H 1.939 36.825 -15.577  C88 1.086
97 H -0.183 38.071 -17.410  C89 1.089
98 H 1.425 37.678 -17.746  C89 1.104

- DFT total energy: -1896.2732 Eh
- SMILES: c1cc[nH]c1.c1cc[nH]c1.c1cc[nH]c1.c1cc[nH]c1.c1cc[nH]c1.CCCC#N.CCCC#N.CCCC#N.CCCC#N
- Charge: 0
- Highest occupied orbital energy: -8.3 eV
- Kohn-Sham gap: 8.675 eV
- Multiplicity: 1

In the Mulliken picture, each atom carries the following charge in e:
1 C -0.88
2 C 0.11
3 C -1.43
4 N 1.66
5 C -0.93
6 H 0.30
7 H 0.29
8 H 0.79
9 H -0.31
10 H 0.32
11 C 0.16
12 C -0.75
13 C -0.92
14 N 0.20
15 C -1.25
16 H 0.55
17 H 0.76
18 H 0.47
19 H 0.29
20 H 0.29
21 C 0.08
22 C -0.58
23 C -0.54
24 N 0.02
25 C -0.96
26 H 0.53
27 H 0.44
28 H 0.39
29 H 0.22
30 H 0.39
31 C -0.39
32 C -0.19
33 C -0.84
34 N 0.03
35 C -0.77
36 H 0.52
37 H 0.54
38 H 0.59
39 H 0.20
40 H 0.42
41 C -0.77
42 C -0.59
43 C -0.46
44 N 0.29
45 C -0.35
46 H 0.40
47 H 0.51
48 H 0.42
49 H 0.20
50 H 0.36
51 C -0.47
52 C 0.14
53 C -0.46
54 C 0.09
55 N -0.47
56 H -0.35
57 H 0.55
58 H 0.10
59 H 0.41
60 H -0.10
61 H 0.47
62 H 0.08
63 C -0.96
64 C 0.52
65 C 0.43
66 C 0.08
67 N -0.49
68 H 0.25
69 H 0.38
70 H 0.05
71 H 0.46
72 H -0.47
73 H -0.22
74 H 0.06
75 C -0.63
76 C -0.09
77 C -0.68
78 C 0.30
79 N -0.42
80 H 0.42
81 H -0.16
82 H 0.32
83 H 0.05
84 H 0.35
85 H 0.33
86 H 0.30
87 C -0.86
88 C -0.51
89 C -0.55
90 C 0.27
91 N -0.42
92 H 0.38
93 H 0.06
94 H 0.38
95 H 0.26
96 H 0.33
97 H 0.31
98 H 0.34

=====

In the order shown, the computed maximum force values come out to 4.8 1.9 eV/Å.